Here is 13 unconnected molecules or ions with the total composition C78H115N8O36P5 in a non-equilibrium geometry from the OMol25 dataset. Energies are from ωB97M-V with the def2-TZVPD basis set.

Bonds (Å) are listed after each position.
Atoms and positions in Å:
1 C 8.9186 3.2969 0.1712  C2 1.360, C6 1.402, H10 1.057
2 C 8.3799 2.9932 -1.0405  C1 1.360, C3 1.371, H11 1.082
3 C 7.1640 2.3635 -1.1131  C2 1.371, C4 1.403, H12 1.080
4 C 6.5837 2.0021 0.1116  C3 1.403, C5 1.412, N7 1.410
5 C 7.1040 2.3800 1.3683  C4 1.412, C6 1.364, H13 1.080
6 C 8.3053 3.0242 1.4026  C1 1.402, C5 1.364, H14 1.080
7 N 5.3454 1.3300 0.1689  C4 1.410, O8 1.234, O9 1.214
8 O 4.7246 1.0800 -0.8680  N7 1.234
9 O 4.8973 1.0207 1.2534  N7 1.214
10 H 9.8515 3.7718 0.3163  C1 1.057
11 H 8.8926 3.2336 -1.9625  C2 1.082
12 H 6.6082 2.1366 -2.0106  C3 1.080
13 H 6.5332 2.0487 2.2229  C5 1.080
14 H 8.7761 3.3111 2.3310  C6 1.080
15 C -0.8369 0.8940 -7.9201  C16 1.391, C20 1.402, H24 1.090
16 C -1.9031 0.0547 -7.6136  C15 1.391, C17 1.388, H25 1.091
17 C -2.0079 -0.6001 -6.3943  C16 1.388, C18 1.392, H26 1.110
18 C -1.0696 -0.2920 -5.4140  C17 1.392, C19 1.416, N21 1.455
19 C 0.0657 0.5015 -5.7104  C18 1.416, C20 1.386, H27 1.074
20 C 0.1640 1.0939 -6.9597  C15 1.402, C19 1.386, H28 1.068
21 N -1.2272 -0.9190 -4.1100  C18 1.455, O22 1.211, O23 1.230
22 O -0.4386 -0.5848 -3.2541  N21 1.211
23 O -2.1408 -1.7221 -3.9256  N21 1.230
24 H -0.8006 1.4267 -8.8702  C15 1.090
25 H -2.7038 -0.0257 -8.3497  C16 1.091
26 H -2.9413 -1.1524 -6.1593  C17 1.110
27 H 0.8047 0.7082 -4.9584  C19 1.074
28 H 0.9525 1.7865 -7.1602  C20 1.068
29 C -2.9171 3.2380 -5.0769  C30 1.387, C34 1.383, H38 1.112
30 C -3.7308 3.0626 -6.1868  C29 1.387, C31 1.374, H39 1.088
31 C -4.5856 1.9922 -6.2922  C30 1.374, C32 1.373, H40 1.082
32 C -4.7153 1.2041 -5.1756  C31 1.373, C33 1.377, N35 1.499
33 C -4.0227 1.4418 -4.0094  C32 1.377, C34 1.409, H41 1.115
34 C -3.0120 2.4224 -3.9642  C29 1.383, C33 1.409, H42 1.072
35 N -5.7137 0.0856 -5.1814  C32 1.499, O36 1.218, O37 1.235
36 O -5.8989 -0.5357 -4.1504  N35 1.218
37 O -6.2761 -0.2440 -6.2300  N35 1.235
38 H -2.2209 4.1048 -5.0474  C29 1.112
39 H -3.6076 3.7118 -7.0516  C30 1.088
40 H -5.1506 1.7477 -7.1823  C31 1.082
41 H -4.1720 0.8424 -3.0810  C33 1.115
42 H -2.3470 2.4955 -3.1269  C34 1.072
43 C -3.6751 0.3126 4.7323  C44 1.378, C48 1.372, H52 1.093
44 C -3.3162 -0.7010 5.5939  C43 1.378, C45 1.379, H53 1.114
45 C -2.0082 -0.8452 6.0080  C44 1.379, C46 1.416, H54 1.047
46 C -1.0360 -0.0017 5.4169  C45 1.416, C47 1.366, N49 1.505
47 C -1.3522 1.0471 4.6016  C46 1.366, C48 1.438, H55 1.110
48 C -2.7451 1.2185 4.2885  C43 1.372, C47 1.438, H56 1.091
49 N 0.4050 -0.2241 5.7897  C46 1.505, O50 1.206, O51 1.198
50 O 0.6945 -1.2814 6.2934  N49 1.206
51 O 1.2204 0.6117 5.5233  N49 1.198
52 H -4.6859 0.5023 4.3618  C43 1.093
53 H -4.0756 -1.4323 5.9532  C44 1.114
54 H -1.6207 -1.6312 6.5818  C45 1.047
55 H -0.5509 1.6892 4.1814  C47 1.110
56 H -3.0868 2.0020 3.6106  C48 1.091
57 C 8.3047 -3.8037 -3.8060  C58 1.393, C62 1.346, H66 1.070
58 C 7.3755 -3.1694 -4.6276  C57 1.393, C59 1.375, H67 1.078
59 C 6.2010 -2.6520 -4.1352  C58 1.375, C60 1.381, H68 1.058
60 C 5.9146 -2.8924 -2.8056  C59 1.381, C61 1.391, N63 1.437
61 C 6.7973 -3.5298 -1.9407  C60 1.391, C62 1.400, H69 1.059
62 C 7.9656 -4.0331 -2.5241  C57 1.346, C61 1.400, H70 1.069
63 N 4.5990 -2.5424 -2.3446  C60 1.437, O64 1.236, O65 1.206
64 O 4.2387 -2.9440 -1.2322  N63 1.236
65 O 3.8492 -1.9650 -3.0927  N63 1.206
66 H 9.2707 -4.1588 -4.0973  C57 1.070
67 H 7.6178 -3.1005 -5.6757  C58 1.078
68 H 5.4651 -2.2597 -4.7858  C59 1.058
69 H 6.5141 -3.7740 -0.9502  C61 1.059
70 H 8.6820 -4.5437 -1.9171  C62 1.069
71 C -4.7928 -3.3201 -2.5474  C72 1.378, C76 1.363, H80 1.067
72 C -3.8402 -4.0236 -1.8432  C71 1.378, C73 1.377, H81 1.078
73 C -3.8370 -5.4004 -1.8378  C72 1.377, C74 1.430, H82 1.090
74 C -4.9564 -6.0010 -2.4951  C73 1.430, C75 1.386, N77 1.486
75 C -5.8793 -5.3204 -3.2734  C74 1.386, C76 1.383, H83 1.089
76 C -5.7482 -3.9435 -3.2941  C71 1.363, C75 1.383, H84 1.070
77 N -5.1130 -7.4608 -2.2684  C74 1.486, O78 1.209, O79 1.229
78 O -6.0752 -7.9971 -2.7678  N77 1.209
79 O -4.1933 -8.0436 -1.6979  N77 1.229
80 H -4.7923 -2.2577 -2.4506  C71 1.067
81 H -3.0276 -3.6416 -1.2467  C72 1.078
82 H -3.1515 -5.9231 -1.1706  C73 1.090
83 H -6.6581 -5.8536 -3.8169  C75 1.089
84 H -6.4687 -3.3837 -3.8533  C76 1.070
85 C -3.5799 -1.9313 2.2926  C86 1.382, C90 1.386, H94 1.108
86 C -2.9207 -3.1453 2.2530  C85 1.382, C87 1.412, H95 1.124
87 C -3.6616 -4.2843 1.8687  C86 1.412, C88 1.351, H96 1.087
88 C -4.9403 -4.1996 1.4410  C87 1.351, C89 1.388, N91 1.465
89 C -5.5535 -2.9555 1.4002  C88 1.388, C90 1.343, H97 1.057
90 C -4.8789 -1.8707 1.8142  C85 1.386, C89 1.343, H98 1.044
91 N -5.7860 -5.2895 0.9470  C88 1.465, O92 1.237, O93 1.219
92 O -6.7500 -5.0351 0.2145  N91 1.237
93 O -5.4978 -6.4399 1.2282  N91 1.219
94 H -3.1031 -0.9670 2.5577  C85 1.108
95 H -1.8565 -3.2673 2.5921  C86 1.124
96 H -3.1341 -5.2330 1.8080  C87 1.087
97 H -6.5050 -2.8721 0.9483  C89 1.057
98 H -5.4174 -0.9766 1.7877  C90 1.044
99 C 1.2730 -1.3671 1.5350  C100 1.389, C104 1.395, H108 1.081
100 C 0.3730 -0.4882 2.1234  C99 1.389, C101 1.363, H109 1.099
101 C -0.8259 -0.2198 1.5337  C100 1.363, C102 1.383, H110 1.044
102 C -1.0453 -0.8040 0.2992  C101 1.383, C103 1.360, N105 1.446
103 C -0.2146 -1.7013 -0.2956  C102 1.360, C104 1.382, H111 1.110
104 C 1.0357 -1.8883 0.2631  C99 1.395, C103 1.382, H112 1.058
105 N -2.2170 -0.3397 -0.4092  C102 1.446, O106 1.179, O107 1.221
106 O -2.7747 -1.0176 -1.1957  N105 1.179
107 O -2.5798 0.7627 -0.0310  N105 1.221
108 H 2.2386 -1.5685 1.9770  C99 1.081
109 H 0.7680 -0.0310 3.0408  C100 1.099
110 H -1.4564 0.4654 2.0060  C101 1.044
111 H -0.4310 -1.8806 -1.3696  C103 1.110
112 H 1.6776 -2.5248 -0.2863  C104 1.058
113 C 5.8019 -1.0601 9.0060  C114 1.516, H124 1.059, H125 1.100, H126 1.102
114 C 5.3844 -0.4289 7.6923  C113 1.516, O115 1.501, H127 1.081, H128 1.074
115 O 6.5699 -0.1497 6.8155  C114 1.501, P116 1.565
116 P 6.8760 -1.1206 5.6267  O115 1.565, O117 1.446, O118 1.569, O121 1.634
117 O 6.7060 -2.5432 5.8246  P116 1.446
118 O 8.3166 -0.6201 5.2569  P116 1.569, C119 1.506
119 C 9.1613 -1.6072 4.4942  O118 1.506, C120 1.511, H129 1.091, H130 1.090
120 C 10.6077 -1.1948 4.6434  C119 1.511, H131 1.096, H132 1.119, H133 1.080
121 O 5.9720 -0.6733 4.3406  P116 1.634, C122 1.466
122 C 4.7285 -1.3655 3.9873  O121 1.466, C123 1.504, H134 1.079, H135 1.106
123 C 4.9447 -2.4640 2.9832  C122 1.504, H136 1.108, H137 1.078, H138 1.059
124 H 6.2583 -2.0078 8.8811  C113 1.059
125 H 6.5449 -0.3947 9.4697  C113 1.100
126 H 4.9689 -1.2291 9.7076  C113 1.102
127 H 4.6505 -1.0219 7.1642  C114 1.081
128 H 4.9399 0.5043 7.9837  C114 1.074
129 H 8.9565 -2.6266 4.8238  C119 1.091
130 H 8.8351 -1.4729 3.4633  C119 1.090
131 H 10.9647 -1.2290 5.6793  C120 1.096
132 H 11.2197 -1.8552 3.9791  C120 1.119
133 H 10.6499 -0.1465 4.3876  C120 1.080
134 H 4.2169 -1.5954 4.9091  C122 1.079
135 H 4.0480 -0.5688 3.6334  C122 1.106
136 H 3.9379 -2.8095 2.6735  C123 1.108
137 H 5.5063 -2.1985 2.1019  C123 1.078
138 H 5.5357 -3.2521 3.3724  C123 1.059
139 C 0.9107 -7.7751 1.6120  C140 1.510, H150 1.085, H151 1.107, H152 1.099
140 C 1.2424 -6.3504 1.2373  C139 1.510, O141 1.457, H153 1.097, H154 1.119
141 O 1.4392 -6.1574 -0.1938  C140 1.457, P142 1.591
142 P 0.2242 -6.3654 -1.1992  O141 1.591, O143 1.443, O144 1.619, O147 1.611
143 O -1.0655 -5.9145 -0.7338  P142 1.443
144 O 0.6918 -5.5314 -2.5054  P142 1.619, C145 1.475
145 C 0.1470 -4.2335 -2.9451  O144 1.475, C146 1.559, H155 1.039, H156 1.075
146 C 1.3051 -3.2291 -3.2303  C145 1.559, H157 1.116, H158 1.107, H159 1.088
147 O 0.3230 -7.9111 -1.6426  P142 1.611, C148 1.459
148 C -0.8124 -8.6333 -2.2067  O147 1.459, C149 1.512, H160 1.086, H161 1.104
149 C -1.1635 -8.2039 -3.6135  C148 1.512, H162 1.092, H163 1.103, H164 1.123
150 H 1.0493 -8.0187 2.6598  C139 1.085
151 H -0.1230 -8.0411 1.3177  C139 1.107
152 H 1.5774 -8.4625 1.0735  C139 1.099
153 H 0.4776 -5.6645 1.6211  C140 1.097
154 H 2.2121 -6.0544 1.7099  C140 1.119
155 H -0.5495 -4.5069 -3.6654  C145 1.039
156 H -0.3933 -3.8134 -2.1162  C145 1.075
157 H 0.8494 -2.2259 -3.4070  C146 1.116
158 H 2.0046 -3.2426 -2.3719  C146 1.107
159 H 1.9157 -3.5110 -4.0861  C146 1.088
160 H -0.6033 -9.6883 -2.0580  C148 1.086
161 H -1.5909 -8.3715 -1.4693  C148 1.104
162 H -1.3812 -7.1341 -3.5771  C149 1.092
163 H -0.2757 -8.3389 -4.2534  C149 1.103
164 H -2.0206 -8.8338 -3.9724  C149 1.123
165 C -2.6836 4.1048 -0.2044  C166 1.533, H176 1.095, H177 1.115, H178 1.110
166 C -2.3536 3.4704 1.1516  C165 1.533, O167 1.437, H179 1.078, H180 1.103
167 O -1.0072 3.0367 1.4017  C166 1.437, P168 1.576
168 P -0.1265 4.1994 1.9996  O167 1.576, O169 1.477, O170 1.605, O173 1.561
169 O -0.2143 5.4990 1.3029  P168 1.477
170 O -0.6269 4.3014 3.5216  P168 1.605, C171 1.474
171 C -1.5761 5.3286 3.9868  O170 1.474, C172 1.532, H181 1.073, H182 1.110
172 C -1.5551 5.3411 5.5183  C171 1.532, H183 1.058, H184 1.079, H185 1.073
173 O 1.2567 3.4818 2.0886  P168 1.561, C174 1.413
174 C 2.5360 4.0466 2.2902  O173 1.413, C175 1.548, H186 1.083, H187 1.050
175 C 3.2930 4.2283 0.9519  C174 1.548, H188 1.122, H189 1.098, H190 1.185
176 H -3.7680 4.2550 -0.1699  C165 1.095
177 H -2.1250 5.0673 -0.2670  C165 1.115
178 H -2.3837 3.3609 -0.9722  C165 1.110
179 H -2.7321 4.0871 1.9509  C166 1.078
180 H -2.9154 2.5302 1.2790  C166 1.103
181 H -1.3482 6.2535 3.4939  C171 1.073
182 H -2.5888 5.0216 3.6516  C171 1.110
183 H -1.5923 4.3314 5.8317  C172 1.058
184 H -0.6474 5.7899 5.8898  C172 1.079
185 H -2.4455 5.8715 5.7957  C172 1.073
186 H 2.4451 4.9765 2.8382  C174 1.083
187 H 3.0781 3.3815 2.8950  C174 1.050
188 H 2.8288 4.8880 0.1722  C175 1.122
189 H 4.3381 4.5484 1.0517  C175 1.098
190 H 3.3007 3.1537 0.4527  C175 1.185
191 C 1.0743 7.8147 -0.6670  C192 1.496, H202 1.103, H203 1.098, H204 1.100
192 C 0.3790 6.8441 -1.5690  C191 1.496, O193 1.459, H205 1.125, H206 1.062
193 O 1.3361 6.0811 -2.3631  C192 1.459, P194 1.562
194 P 0.9355 5.1603 -3.5593  O193 1.562, O195 1.483, O196 1.566, O199 1.628
195 O -0.0615 5.6370 -4.5490  P194 1.483
196 O 2.3935 4.9149 -4.0739  P194 1.566, C197 1.468
197 C 2.5259 4.4043 -5.4437  O196 1.468, C198 1.466, H207 1.111, H208 1.067
198 C 3.1916 5.3869 -6.3045  C197 1.466, H209 1.111, H210 1.076, H211 1.101
199 O 0.3545 3.7714 -2.9398  P194 1.628, C200 1.524
200 C 0.9766 3.1985 -1.6719  O199 1.524, C201 1.511, H212 1.083, H213 1.068
201 C 0.4949 1.7741 -1.5237  C200 1.511, H214 1.086, H215 1.062, H216 1.105
202 H 1.2408 8.7824 -1.1692  C191 1.103
203 H 0.4199 8.0663 0.1786  C191 1.098
204 H 2.0024 7.3802 -0.2663  C191 1.100
205 H -0.1201 6.1041 -0.8833  C192 1.125
206 H -0.2959 7.2845 -2.2613  C192 1.062
207 H 3.1344 3.4858 -5.3024  C197 1.111
208 H 1.6237 4.0653 -5.9014  C197 1.067
209 H 3.1699 4.9712 -7.3349  C198 1.111
210 H 2.7311 6.3563 -6.2224  C198 1.076
211 H 4.2613 5.5409 -6.0956  C198 1.101
212 H 2.0446 3.2673 -1.8394  C200 1.083
213 H 0.6987 3.8750 -0.8930  C200 1.068
214 H 0.7614 1.4293 -0.5285  C201 1.086
215 H -0.5537 1.6378 -1.6196  C201 1.062
216 H 1.0604 1.0054 -2.0817  C201 1.105
217 C -9.3074 2.3601 3.7427  C218 1.447, H228 1.102, H229 1.081, H230 1.087
218 C -8.1888 1.9696 2.9116  C217 1.447, O219 1.458, H231 1.117, H232 1.099
219 O -7.4287 3.1435 2.4988  C218 1.458, P220 1.621
220 P -6.0330 2.9985 1.6877  O219 1.621, O221 1.505, O222 1.590, O225 1.575
221 O -5.0280 2.2876 2.5533  P220 1.505
222 O -5.6917 4.4933 1.2673  P220 1.590, C223 1.456
223 C -5.4480 5.3757 2.3992  O222 1.456, C224 1.489, H233 1.074, H234 1.091
224 C -4.5788 6.4951 1.9425  C223 1.489, H235 1.055, H236 1.091, H237 1.092
225 O -6.3812 2.3407 0.2995  P220 1.575, C226 1.528
226 C -5.5467 1.1835 -0.2484  O225 1.528, C227 1.509, H238 1.080, H239 1.108
227 C -6.4784 0.1499 -0.8325  C226 1.509, H240 1.079, H241 1.095, H242 1.162
228 H -8.9318 2.8760 4.6412  C217 1.102
229 H -10.0084 2.9487 3.1675  C217 1.081
230 H -9.8108 1.4663 4.1027  C217 1.087
231 H -7.4700 1.2254 3.3323  C218 1.117
232 H -8.5534 1.5205 1.9771  C218 1.099
233 H -6.3590 5.7334 2.8417  C223 1.074
234 H -4.9444 4.7300 3.1206  C223 1.091
235 H -3.6410 6.1343 1.6199  C224 1.055
236 H -5.0637 7.0550 1.1410  C224 1.091
237 H -4.4662 7.0048 2.9021  C224 1.092
238 H -4.8344 1.6244 -0.9295  C226 1.080
239 H -4.9044 0.8052 0.5718  C226 1.108
240 H -6.8817 -0.5722 -0.1404  C227 1.079
241 H -7.3270 0.5699 -1.3835  C227 1.095
242 H -5.8484 -0.3583 -1.6658  C227 1.162

Summary:
**Energy relative to the best compared isomer or geometry (same formula, charge and spin)**: 0.000 eV
**E**: -214816.9954 eV
**Gap between HOMO and LUMO**: 8.140 eV

Atom charges from the Mulliken analysis, given in e for atoms 1 to 99: number 1, C, carries -0.289; number 2, C, carries -0.619; number 3, C, carries -0.479; number 4, C, carries -0.038; number 5, C, carries -0.247; number 6, C, carries -0.834; number 7, N, carries 1.244; number 8, O, carries -0.604; number 9, O, carries -0.588; number 10, H, carries 0.401; number 11, H, carries 0.398; number 12, H, carries 0.533; number 13, H, carries 0.634; number 14, H, carries 0.453; number 15, C, carries -0.677; number 16, C, carries -0.618; number 17, C, carries -0.331; number 18, C, carries 0.186; number 19, C, carries -0.566; number 20, C, carries -0.650; number 21, N, carries 1.362; number 22, O, carries -0.494; number 23, O, carries -0.496; number 24, H, carries 0.412; number 25, H, carries 0.403; number 26, H, carries 0.508; number 27, H, carries 0.450; number 28, H, carries 0.434; number 29, C, carries -0.443; number 30, C, carries -0.880; number 31, C, carries -0.474; number 32, C, carries -0.594; number 33, C, carries 0.459; number 34, C, carries 0.025; number 35, N, carries 1.086; number 36, O, carries -0.517; number 37, O, carries -0.656; number 38, H, carries 0.374; number 39, H, carries 0.390; number 40, H, carries 0.560; number 41, H, carries 0.237; number 42, H, carries 0.346; number 43, C, carries -0.689; number 44, C, carries -0.423; number 45, C, carries -1.001; number 46, C, carries -0.160; number 47, C, carries -0.087; number 48, C, carries -0.106; number 49, N, carries 1.280; number 50, O, carries -0.682; number 51, O, carries -0.626; number 52, H, carries 0.649; number 53, H, carries 0.330; number 54, H, carries 0.610; number 55, H, carries 0.713; number 56, H, carries 0.292; number 57, C, carries -0.528; number 58, C, carries -0.506; number 59, C, carries -0.535; number 60, C, carries 0.299; number 61, C, carries -0.612; number 62, C, carries -0.375; number 63, N, carries 1.202; number 64, O, carries -0.537; number 65, O, carries -0.633; number 66, H, carries 0.412; number 67, H, carries 0.363; number 68, H, carries 0.533; number 69, H, carries 0.520; number 70, H, carries 0.371; number 71, C, carries -0.620; number 72, C, carries -0.097; number 73, C, carries -0.245; number 74, C, carries -0.374; number 75, C, carries -0.972; number 76, C, carries -0.444; number 77, N, carries 1.134; number 78, O, carries -0.683; number 79, O, carries -0.587; number 80, H, carries 0.180; number 81, H, carries 0.833; number 82, H, carries 0.898; number 83, H, carries 0.504; number 84, H, carries 0.572; number 85, C, carries 0.493; number 86, C, carries -0.493; number 87, C, carries -0.501; number 88, C, carries -0.089; number 89, C, carries -0.677; number 90, C, carries -0.602; number 91, N, carries 1.184; number 92, O, carries -0.620; number 93, O, carries -0.633; number 94, H, carries 0.137; number 95, H, carries 0.286; number 96, H, carries 0.349; number 97, H, carries 0.605; number 98, H, carries 0.512; number 99, C, carries -1.068